{"formula": "BrZn2", "method": "ωB97M-V with the def2-TZVPD basis set", "symbols": ["Zn", "Zn", "Br"], "coordinates": [[-1.1484, -6.6369, -0.8483], [3.2102, -7.2886, 1.9406], [0.5839, -7.0794, 0.9156]], "atomic_forces_ev_per_a": [[0.7511, -0.0710, 0.3314], [-0.7757, 0.1416, -0.5882], [0.0247, -0.0707, 0.2569]], "nbo_charge": [1.771, 1.797, -0.568], "relative_energy_ev": 0.502, "e_homo_ev": -25.206, "total_energy_ha": -6131.1943, "charge": 3, "gap_ev": 6.47}